{
  "formula": "C28H32FN12O7STi",
  "method": "wB97M-V/def2-TZVPD",
  "species": ["Ti", "F", "C", "C", "C", "C", "O", "C", "C", "N", "C", "C", "C", "C", "C", "C", "N", "C", "C", "N", "C", "C", "C", "O", "O", "H", "H", "H", "H", "H", "H", "H", "H", "H", "H", "H", "H", "H", "H", "H", "H", "H", "H", "N", "N", "C", "N", "N", "N", "O", "O", "H", "H", "H", "H", "H", "N", "C", "C", "C", "C", "C", "C", "S", "O", "O", "N", "C", "N", "C", "C", "C", "N", "H", "H", "H", "H", "H", "H", "H", "H", "H"],
  "coordinates": [[1.825, -1.237, 1.199], [0.041, 4.615, -0.802], [-0.004, 3.496, -1.556], [0.209, 2.319, -0.906], [0.154, 1.102, -1.595], [0.446, -0.133, -0.927], [0.646, -0.145, 0.342], [0.553, -1.286, -1.743], [0.208, -1.208, -3.063], [-0.184, -0.074, -3.662], [-0.584, -0.119, -5.056], [-1.566, -1.166, -5.481], [-1.991, 0.267, -5.411], [-0.133, 1.126, -2.971], [-0.330, 2.347, -3.617], [-0.266, 3.568, -2.943], [-0.487, 4.750, -3.636], [-0.687, 4.677, -5.080], [-0.776, 6.064, -5.700], [-1.747, 6.894, -4.922], [-1.341, 7.022, -3.465], [-0.181, 6.085, -3.148], [1.101, -2.592, -1.220], [1.048, -3.592, -1.875], [1.657, -2.482, -0.028], [0.436, 2.316, 0.152], [0.257, -2.097, -3.680], [0.214, 0.148, -5.738], [-1.949, -1.834, -4.721], [-1.427, -1.628, -6.447], [-2.653, 0.552, -4.604], [-2.155, 0.805, -6.335], [-0.527, 2.331, -4.675], [-1.614, 4.130, -5.292], [0.133, 4.146, -5.577], [-1.114, 5.982, -6.731], [0.183, 6.575, -5.700], [-2.664, 6.451, -4.981], [-1.839, 7.817, -5.347], [-2.203, 6.768, -2.854], [-1.057, 8.053, -3.261], [-0.052, 6.098, -2.075], [0.751, 6.463, -3.581], [-0.207, 0.829, 3.503], [0.897, 1.591, 3.860], [2.110, 1.437, 3.271], [3.078, 2.259, 3.677], [2.304, 0.523, 2.316], [3.405, 0.588, 1.539], [4.392, 1.352, 1.673], [3.327, -0.296, 0.581], [-1.042, 1.381, 3.638], [-0.257, -0.020, 4.050], [0.887, 2.050, 4.758], [2.895, 3.002, 4.328], [3.958, 2.199, 3.181], [-3.966, -7.186, 6.142], [-3.198, -6.188, 5.602], [-1.812, -6.341, 5.466], [-1.034, -5.319, 4.956], [-1.623, -4.124, 4.576], [-2.995, -3.958, 4.694], [-3.777, -4.977, 5.201], [-0.655, -2.781, 2.512], [-0.482, -4.022, 1.797], [-0.835, -3.058, 4.132], [0.890, -2.053, 2.675], [1.957, -2.866, 2.935], [1.885, -4.024, 3.577], [3.005, -4.722, 3.675], [4.218, -4.296, 3.140], [4.216, -3.068, 2.523], [3.106, -2.331, 2.432], [-3.569, -8.091, 6.310], [-4.965, -7.112, 6.129], [-1.350, -7.270, 5.776], [0.034, -5.433, 4.857], [-3.442, -3.017, 4.399], [-4.847, -4.844, 5.304], [2.926, -5.660, 4.215], [5.113, -4.895, 3.198], [5.119, -2.631, 2.112]],
  "e_above_lowest_ev": 0.0000,
  "homo_ev": [-10.5, -10.5],
  "energy_ev": -98421.6635,
  "gap_ha": [0.1828, 0.1849],
  "charge": 2,
  "spin_multiplicity": 2,
  "s2": 0.762
}

{
  "formula": "C2H4LiNaO",
  "method": "wB97M-V/def2-TZVPD",
  "species": ["O", "Na", "C", "C", "H", "H", "H", "Li", "H"],
  "coordinates": [[0.929, 0.023, -0.023], [-0.647, 1.520, -1.031], [0.775, -0.942, 0.819], [-0.427, -1.773, 0.633], [1.670, -1.234, 1.370], [-0.751, -1.775, -0.406], [-1.308, -2.142, 1.148], [1.759, 1.674, -0.460], [0.119, -1.799, 1.708]],
  "e_above_lowest_ev": 4.8354,
  "homo_ev": [-9.2, -11.8],
  "energy_ev": -8795.8264,
  "gap_ha": [0.1402, 0.2574],
  "charge": 1,
  "spin_multiplicity": 2,
  "s2": 0.759
}

{
  "formula": "C34H31Cl3N4OS3Sn",
  "method": "wB97M-V/def2-TZVPD",
  "species": ["Sn", "S", "C", "N", "C", "C", "N", "C", "C", "C", "C", "C", "C", "C", "C", "S", "C", "C", "C", "C", "C", "C", "C", "H", "H", "H", "H", "H", "H", "H", "H", "H", "H", "H", "H", "H", "H", "H", "H", "H", "H", "Cl", "C", "C", "C", "C", "C", "C", "N", "C", "C", "N", "C", "O", "C", "C", "C", "Cl", "S", "C", "C", "C", "Cl", "C", "H", "H", "H", "H", "H", "H", "H", "H", "H", "H", "H", "H", "H"],
  "coordinates": [[0.265, -2.425, 1.694], [-0.850, -3.436, -0.435], [-1.972, -2.230, -0.851], [-3.134, -2.503, -1.375], [-3.994, -1.424, -1.888], [-3.122, -0.376, -2.516], [-2.150, 0.085, -1.513], [-1.880, 1.545, -1.516], [-3.108, 2.310, -1.093], [-3.744, 3.157, -1.991], [-4.878, 3.859, -1.603], [-5.380, 3.707, -0.320], [-4.746, 2.859, 0.582], [-3.610, 2.165, 0.199], [-1.622, -0.760, -0.673], [-0.623, -0.244, 0.601], [-3.670, -3.875, -1.563], [-3.711, -4.227, -3.028], [-2.529, -4.319, -3.761], [-2.573, -4.627, -5.110], [-3.795, -4.850, -5.734], [-4.972, -4.765, -5.007], [-4.931, -4.450, -3.655], [-4.592, -1.017, -1.069], [-4.654, -1.862, -2.634], [-3.717, 0.486, -2.813], [-2.589, -0.765, -3.386], [-1.597, 1.796, -2.539], [-1.033, 1.735, -0.863], [-3.349, 3.284, -2.993], [-5.365, 4.525, -2.302], [-6.262, 4.255, -0.016], [-5.131, 2.753, 1.587], [-3.101, 1.527, 0.913], [-4.677, -3.863, -1.142], [-3.057, -4.558, -0.983], [-1.571, -4.170, -3.274], [-1.654, -4.707, -5.676], [-3.827, -5.098, -6.786], [-5.923, -4.948, -5.488], [-5.852, -4.393, -3.086], [-0.760, 2.902, 2.546], [0.863, 2.338, 2.342], [1.714, 2.991, 1.463], [3.008, 2.524, 1.312], [3.475, 1.411, 2.009], [4.892, 0.933, 1.740], [4.966, 0.133, 0.431], [4.088, -1.036, 0.477], [4.449, -2.310, 0.857], [3.300, -3.015, 0.984], [2.234, -2.180, 0.687], [2.759, -0.997, 0.386], [5.766, 2.015, 1.543], [6.453, 2.420, 2.739], [5.502, 2.796, 3.832], [4.697, 3.897, 3.806], [4.671, 5.107, 2.593], [3.669, 4.005, 5.168], [4.321, 2.564, 5.821], [5.278, 2.032, 5.015], [2.590, 0.780, 2.876], [3.055, -0.662, 3.740], [1.290, 1.234, 3.059], [1.373, 3.866, 0.927], [3.695, 3.048, 0.660], [5.222, 0.297, 2.568], [5.983, -0.207, 0.255], [4.668, 0.770, -0.401], [5.477, -2.597, 0.986], [3.165, -4.047, 1.259], [2.208, -0.112, 0.116], [7.074, 3.261, 2.437], [7.104, 1.606, 3.073], [3.971, 2.196, 6.772], [5.825, 1.130, 5.254], [0.635, 0.751, 3.772]],
  "e_above_lowest_ev": 0.0134,
  "homo_ev": -12.6,
  "energy_ev": -119661.9298,
  "gap_ha": 0.2053,
  "charge": 2
}

{
  "formula": "C7H17N3O2",
  "method": "wB97M-V/def2-TZVPD",
  "species": ["C", "C", "C", "C", "C", "C", "C", "N", "N", "N", "O", "O", "H", "H", "H", "H", "H", "H", "H", "H", "H", "H", "H", "H", "H", "H", "H", "H", "H"],
  "coordinates": [[-1.048, -2.222, -0.720], [0.230, -0.737, 0.991], [1.257, 1.402, 1.719], [-0.293, 1.372, -0.222], [1.198, 2.908, 1.696], [-0.269, 2.907, -0.125], [0.494, -2.145, -2.165], [-2.161, -2.296, -1.377], [0.106, 0.758, 1.048], [-0.029, -3.089, -1.187], [0.921, 3.435, 0.455], [-0.370, -1.144, 2.046], [2.109, 1.151, 1.137], [1.217, 1.000, 2.745], [-1.256, 0.990, -0.355], [0.334, 1.003, -1.063], [0.517, 3.268, 2.387], [2.162, 3.311, 2.019], [-0.272, 3.406, -1.092], [-1.021, 3.332, 0.455], [0.853, -1.287, -1.544], [1.343, -2.417, -2.838], [-0.236, -1.695, -2.857], [-2.991, -1.624, -1.030], [-2.505, -3.120, -1.913], [-0.625, 0.984, 1.673], [0.743, -3.243, -0.484], [-0.137, -4.123, -1.581], [-0.272, -2.084, 2.182]],
  "e_above_lowest_ev": 5.2584,
  "homo_ev": -16.6,
  "energy_ev": -16077.4251,
  "gap_ha": 0.3409,
  "charge": 2
}

Repeat the third record exactly.
{
  "formula": "C34H31Cl3N4OS3Sn",
  "method": "wB97M-V/def2-TZVPD",
  "species": ["Sn", "S", "C", "N", "C", "C", "N", "C", "C", "C", "C", "C", "C", "C", "C", "S", "C", "C", "C", "C", "C", "C", "C", "H", "H", "H", "H", "H", "H", "H", "H", "H", "H", "H", "H", "H", "H", "H", "H", "H", "H", "Cl", "C", "C", "C", "C", "C", "C", "N", "C", "C", "N", "C", "O", "C", "C", "C", "Cl", "S", "C", "C", "C", "Cl", "C", "H", "H", "H", "H", "H", "H", "H", "H", "H", "H", "H", "H", "H"],
  "coordinates": [[0.265, -2.425, 1.694], [-0.850, -3.436, -0.435], [-1.972, -2.230, -0.851], [-3.134, -2.503, -1.375], [-3.994, -1.424, -1.888], [-3.122, -0.376, -2.516], [-2.150, 0.085, -1.513], [-1.880, 1.545, -1.516], [-3.108, 2.310, -1.093], [-3.744, 3.157, -1.991], [-4.878, 3.859, -1.603], [-5.380, 3.707, -0.320], [-4.746, 2.859, 0.582], [-3.610, 2.165, 0.199], [-1.622, -0.760, -0.673], [-0.623, -0.244, 0.601], [-3.670, -3.875, -1.563], [-3.711, -4.227, -3.028], [-2.529, -4.319, -3.761], [-2.573, -4.627, -5.110], [-3.795, -4.850, -5.734], [-4.972, -4.765, -5.007], [-4.931, -4.450, -3.655], [-4.592, -1.017, -1.069], [-4.654, -1.862, -2.634], [-3.717, 0.486, -2.813], [-2.589, -0.765, -3.386], [-1.597, 1.796, -2.539], [-1.033, 1.735, -0.863], [-3.349, 3.284, -2.993], [-5.365, 4.525, -2.302], [-6.262, 4.255, -0.016], [-5.131, 2.753, 1.587], [-3.101, 1.527, 0.913], [-4.677, -3.863, -1.142], [-3.057, -4.558, -0.983], [-1.571, -4.170, -3.274], [-1.654, -4.707, -5.676], [-3.827, -5.098, -6.786], [-5.923, -4.948, -5.488], [-5.852, -4.393, -3.086], [-0.760, 2.902, 2.546], [0.863, 2.338, 2.342], [1.714, 2.991, 1.463], [3.008, 2.524, 1.312], [3.475, 1.411, 2.009], [4.892, 0.933, 1.740], [4.966, 0.133, 0.431], [4.088, -1.036, 0.477], [4.449, -2.310, 0.857], [3.300, -3.015, 0.984], [2.234, -2.180, 0.687], [2.759, -0.997, 0.386], [5.766, 2.015, 1.543], [6.453, 2.420, 2.739], [5.502, 2.796, 3.832], [4.697, 3.897, 3.806], [4.671, 5.107, 2.593], [3.669, 4.005, 5.168], [4.321, 2.564, 5.821], [5.278, 2.032, 5.015], [2.590, 0.780, 2.876], [3.055, -0.662, 3.740], [1.290, 1.234, 3.059], [1.373, 3.866, 0.927], [3.695, 3.048, 0.660], [5.222, 0.297, 2.568], [5.983, -0.207, 0.255], [4.668, 0.770, -0.401], [5.477, -2.597, 0.986], [3.165, -4.047, 1.259], [2.208, -0.112, 0.116], [7.074, 3.261, 2.437], [7.104, 1.606, 3.073], [3.971, 2.196, 6.772], [5.825, 1.130, 5.254], [0.635, 0.751, 3.772]],
  "e_above_lowest_ev": 0.0134,
  "homo_ev": -12.6,
  "energy_ev": -119661.9298,
  "gap_ha": 0.2053,
  "charge": 2
}